Entry 1:
The following is a DFT calculation (ωB97M-V with the def2-TZVPD basis set) of a molecular structure, C43H61AsBrN3O2S3Si3Ti.

Element x y z (Å)
H 5.24 0.69 -1.07
H 4.46 0.55 6.06
H 1.90 -3.75 -4.47
C -4.41 0.98 -4.96
Si 1.55 -1.89 -2.75
C -5.91 3.92 -0.20
C 5.63 2.65 -0.27
H 0.70 -2.58 -5.04
C -2.75 0.69 -3.40
C -0.47 -5.48 -3.27
C 3.59 1.06 5.72
H -5.85 6.09 0.08
As -0.27 -2.57 -1.30
H -0.76 -4.77 2.62
H 2.83 1.07 6.50
C 6.29 -0.43 2.70
H 0.37 4.94 -4.93
C -1.21 3.86 -3.78
C -3.93 -0.60 1.16
H 3.50 -3.28 -2.07
H 1.62 0.25 -4.00
C 1.34 -2.41 1.59
H -1.63 -2.64 -4.75
H -3.11 -3.63 -4.53
N 2.55 1.36 1.66
S -0.43 4.61 -1.35
H 3.81 1.55 -0.65
H -1.80 -3.72 1.63
C 4.06 0.32 3.33
H -2.00 0.11 -2.83
H 0.56 -5.21 -3.04
C -0.91 4.25 3.30
C 2.05 2.54 2.19
C 3.83 0.76 2.01
H 1.21 5.87 -2.68
H 2.38 -5.10 -0.62
H -5.14 0.76 -5.73
H -0.55 -5.69 -4.34
C -4.54 -0.33 3.52
C -1.55 3.71 -2.44
H 2.44 -2.36 1.42
H -1.82 0.75 5.18
C -5.40 5.16 -0.28
H 0.41 -0.19 -0.69
H 2.18 1.02 4.08
H 1.19 -2.50 2.68
C 1.32 -0.03 -3.00
Si -1.59 -4.10 -2.63
H 7.20 -0.96 2.98
H 5.39 -0.71 4.66
Br -4.27 -1.49 -0.42
C -2.91 -4.78 -1.41
O 0.29 0.35 0.10
H 2.71 -0.57 4.67
H -1.77 3.34 -4.57
H -1.43 -5.31 1.04
H 3.92 2.14 5.60
H 2.80 3.17 2.61
H -1.37 5.02 3.90
H 0.99 -1.42 1.31
H -6.92 3.69 0.15
C 1.78 -5.19 0.30
C 5.27 -0.29 3.65
C 4.83 1.33 -0.30
C -2.66 2.84 -1.86
H 5.54 3.18 -1.23
C -3.14 -0.22 3.78
C 3.05 0.44 4.43
H -0.75 -6.41 -2.76
C -1.47 3.34 2.46
C -4.88 -0.56 2.18
C 3.27 -2.24 -1.96
H -5.31 -0.33 4.31
C 6.08 0.03 1.40
N -0.53 2.54 1.88
C 0.48 4.01 3.28
H -1.17 -0.34 2.88
H 1.28 4.52 3.81
C -2.37 -3.02 -4.01
C -1.02 -4.47 1.58
C -3.84 3.55 -1.22
H 2.49 -5.26 1.11
H -2.92 -2.18 -3.62
H -3.16 -0.01 6.00
C 0.35 5.22 -2.77
H -3.05 -4.17 -0.51
H 1.92 0.85 1.02
C -2.23 -0.17 2.69
H 6.85 -0.03 0.65
N -2.62 -0.26 1.35
H 1.95 0.58 -2.33
C 4.89 0.68 1.07
S -3.84 5.29 -1.03
H -5.91 -0.70 1.87
H 5.25 3.32 0.53
C -3.38 0.20 -4.58
H -5.16 1.89 -0.74
H -3.85 -4.87 -1.93
H -2.61 -5.77 -1.07
H 4.06 -1.70 -2.51
S -4.44 2.48 -4.10
H -2.50 3.21 2.17
C -3.18 1.94 -2.97
H 0.30 0.31 -2.87
Ti -1.34 1.10 0.54
C 0.72 2.98 2.38
H 2.39 -2.18 -5.06
Si 0.46 -3.77 0.58
H 1.27 -6.16 0.20
H -3.06 -0.69 -5.12
H -1.83 -0.99 5.33
C 1.63 -2.69 -4.49
H 3.38 -1.92 -0.90
O -2.06 2.01 -0.80
H 6.70 2.44 -0.09
C -4.99 2.98 -0.75
C -0.08 4.70 -3.96
C -2.47 -0.12 5.14

Its expectation value of S² is 2.04. Its orbital gap (alpha / beta) is 3.75 / 6.35 eV. The value obtained for the energy relative to the best compared isomer or geometry (same formula, charge and spin) is 0.0 kJ/mol. The value obtained for the LUMO energy (alpha / beta) is -0.7929 / -0.7817 eV. The multiplicity is 3.

Entry 2:
The following is a DFT calculation (ωB97M-V with the def2-TZVPD basis set) of a molecular structure, C43H61BN5O2P2STi.

Element x y z (Å)
H -4.91 -0.71 4.95
H -4.55 3.36 -4.08
C 2.45 2.05 -0.78
H -0.05 7.01 -1.16
H -4.76 -4.87 -0.73
C 1.75 -2.94 -1.03
N 2.35 0.73 -1.15
H 0.32 0.09 4.78
H 1.32 1.64 -4.98
C -3.69 1.89 -2.14
H 3.75 -0.74 -1.72
C -0.77 1.06 -5.30
C -3.88 -0.37 4.81
H -2.58 1.93 6.25
H -5.29 -0.52 2.67
H 5.30 -1.57 1.88
H -0.65 3.24 -5.41
H -4.01 -0.36 -3.63
C 4.24 1.44 2.97
N -0.07 -1.54 -1.60
H -1.08 -0.10 5.84
H 1.08 -3.77 -0.80
N -0.67 2.42 -1.33
H -0.73 6.96 1.20
C -2.18 2.23 2.03
C 3.33 -0.79 1.54
Ti 0.18 -0.52 0.08
C 3.70 2.57 -0.71
C -3.56 2.99 -4.36
O -0.99 -1.66 0.90
C -1.07 1.74 4.68
C 2.95 1.41 2.47
H -4.05 0.42 -5.22
C -0.88 2.39 -6.06
C -2.50 -3.43 1.34
H -1.88 2.53 -6.47
H 4.01 3.57 -0.46
H -2.83 3.76 -4.12
H 1.83 -1.34 -2.47
C -1.85 -2.56 0.46
H 2.32 2.28 2.59
C 3.54 0.23 -1.31
H -4.39 2.20 5.18
C -0.56 2.32 -2.78
O 1.18 0.26 1.40
C -3.53 -4.27 0.92
H -3.56 2.84 -5.44
H -2.49 3.33 5.15
H -2.14 3.16 2.59
H -4.35 2.80 3.52
P -1.54 0.94 -3.56
H 1.12 0.18 -5.95
C -1.05 3.68 0.51
N 1.83 -2.04 0.10
C 3.00 -1.85 0.64
C -4.57 1.94 4.14
C -3.30 1.68 -3.61
S 4.85 1.34 -1.08
C -0.66 3.71 -0.84
H 2.74 -3.34 -1.32
H -3.50 -3.54 -2.38
H 0.22 1.02 6.28
H 6.10 0.37 3.17
C -0.33 4.90 -1.46
C 0.72 0.73 -5.09
B -0.87 1.44 -0.23
C -3.23 -3.50 -1.33
C -3.93 -4.26 -0.41
H -3.25 -1.22 4.56
P -1.95 0.83 3.24
C 2.44 0.29 1.80
C -0.35 6.07 -0.71
C -1.11 4.85 1.24
C -3.80 0.69 3.71
H -0.85 -0.15 -7.11
H -3.46 0.99 -1.55
H -3.20 2.14 1.65
C -1.19 -2.25 -1.89
C 5.09 0.35 2.79
H 1.55 2.63 -0.59
C -2.13 -2.70 -0.94
N -1.28 2.36 0.88
C -1.38 -0.07 -6.15
C -0.02 2.67 4.06
C 4.64 -0.73 2.07
H 0.81 2.81 4.75
H 0.49 2.20 -3.07
H 3.82 -2.52 0.37
H 0.86 0.12 -4.20
H -0.44 3.65 3.84
H -1.42 4.86 2.27
H -3.53 0.03 5.77
H 4.60 2.32 3.49
H -0.03 4.93 -2.50
H -0.17 2.39 -6.89
H -4.03 -4.91 1.64
H -1.26 -2.69 -2.89
C -4.48 0.17 2.42
C 1.12 -2.11 -2.17
C -0.36 0.62 5.44
H -3.78 -0.36 1.78
H -4.91 0.99 1.85
H 0.91 -2.76 -3.03
C -1.91 2.56 5.66
H -0.92 3.26 -3.21
H -3.16 2.73 -1.69
C -0.73 6.05 0.62
H -1.23 3.07 6.36
H -1.28 -1.02 -5.62
H -5.26 0.85 -4.01
H 0.36 2.24 3.13
H -5.65 1.73 4.05
H -4.76 2.08 -2.07
H -2.43 0.10 -6.36
H -2.20 -3.41 2.38
C -4.21 0.58 -4.16

Its total charge is -1. Its orbital gap (alpha / beta) is 3.40 / 3.61 eV. The value obtained for the energy relative to the best compared isomer or geometry (same formula, charge and spin) is 250.3 kJ/mol. The value obtained for the LUMO energy (alpha / beta) is 2.1167 / 2.1154 eV.